# 1
C11H22O5 | ωB97M-V/def2-TZVPD

The geometry in XYZ format:
```
38
C11H22O5 ωB97M-V/def2-TZVPD
C 2.9555 -0.5300 2.1221
C 3.1289 -1.4837 0.9396
C 1.8058 -1.9779 0.3895
C 1.9302 -2.7392 -0.9262
O 1.2311 -2.8293 1.4020
C -0.0753 -3.1290 1.3002
O -0.4875 -4.2475 1.2895
O -0.8467 -2.0217 1.3156
C -2.0718 -2.0933 0.5662
C -1.9687 -1.3749 -0.7643
C -2.0426 0.1435 -0.6812
O -1.0995 0.7362 0.2001
H 2.0748 0.1012 1.9802
H 2.8030 -1.0738 3.0533
H 3.8270 0.1141 2.2269
H 3.7319 -2.3445 1.2356
H 3.6258 -0.9520 0.1259
H 1.1614 -1.1038 0.2593
H 2.8429 -2.4610 -1.4520
H 1.0853 -2.5646 -1.5929
H 1.9729 -3.8093 -0.7203
H -2.8449 -1.6201 1.1731
H -2.3527 -3.1378 0.4412
H -2.8331 -1.6882 -1.3587
H -1.0873 -1.7039 -1.3244
H -3.0249 0.4319 -0.3013
H -1.9344 0.5583 -1.6888
H -0.2618 0.2696 0.1350
C -0.0519 4.7984 -1.4117
C -1.3111 3.9665 -1.4667
O -1.6584 3.4094 -2.4823
C -2.1034 3.8596 -0.1893
H 0.4323 4.7978 -2.3852
H -0.2924 5.8235 -1.1242
H 0.6298 4.3910 -0.6630
H -2.4308 4.8448 0.1479
H -1.4846 3.4079 0.5869
H -2.9751 3.2316 -0.3578
```

Output
- SMILES = CC[C@@H](C)OC(=O)OCCCO.CC(C)=O
- HOMO-LUMO gap (eV) = 10.3
- LUMO energy (eV) = 0.64
- total charge = 0
- energy relative to the best compared isomer or geometry (same formula, charge and spin) (kcal/mol) = 0.0

Atom charges from the Mulliken analysis, given in e for atoms 1 to 5: -1.0613 -0.6377 1.7819 -1.4930 -0.3624


# 2
C11H23BrO8S3 | ωB97M-V/def2-TZVPD

The geometry in XYZ format:
```
46
C11H23BrO8S3 ωB97M-V/def2-TZVPD
C 1.8862 0.9682 -4.2864
C 1.5957 -0.6430 -4.4158
C 1.8167 -1.4795 -3.0035
O 0.9670 -0.9191 -1.9407
C 1.2976 -1.4644 -0.6136
C 0.7324 -0.4208 0.5652
C 1.9346 0.6925 0.6144
S 2.5471 1.1311 2.3289
C 3.2035 -0.3560 3.2584
C 4.8083 -0.3165 3.5931
O 0.5163 -1.3021 1.7584
S -0.6575 -0.4603 2.7268
O -0.1640 0.2343 4.0247
O -1.6395 -1.5461 3.2673
O -1.2926 0.5806 1.4964
C -0.7999 0.0262 0.1925
Br -1.1375 1.5590 -1.0465
S -2.1001 -1.2654 -0.1927
C -3.7194 -0.6470 0.6035
O -1.8084 -2.6804 0.3611
O -2.3437 -1.4389 -1.7351
H 2.7900 1.3362 -4.9727
H 2.1143 1.3413 -3.1958
H 0.9367 1.5638 -4.6950
H 2.3210 -1.0542 -5.2592
H 0.5023 -0.7593 -4.8611
H 1.4734 -2.5981 -3.2150
H 2.9343 -1.5179 -2.6522
H 2.4567 -1.6892 -0.4894
H 0.7671 -2.5241 -0.4701
H 1.5591 1.7137 0.1233
H 2.8980 0.3939 -0.0207
H 3.0110 -1.3458 2.6206
H 2.5616 -0.4665 4.2541
H 5.2002 0.6984 4.0317
H 5.4465 -0.7033 2.6632
H 4.9953 -1.1333 4.4434
H -3.8486 0.5267 0.4739
H -4.6680 -1.1767 0.1289
H -3.7161 -0.9694 1.7470
C -6.1774 3.1604 0.1015
O -5.3102 2.1418 0.5648
H -6.8956 2.7248 -0.5972
H -6.7140 3.5962 0.9478
H -5.5955 3.9306 -0.4105
H -4.6848 2.5579 1.1822
```

Output
- SMILES = CCCOC[C@]1(CSCC)OS(=O)(=O)O[C@]1(Br)S(C)(=O)=O.CO
- HOMO-LUMO gap (eV) = 8.4
- LUMO energy (eV) = -0.65
- total charge = 0

Atom charges from the Mulliken analysis, given in e for atoms 1 to 5: -0.6638 -0.4309 -0.5100 0.0008 -1.3758


# 3
C11H23ClCoI2NP2S | ωB97M-V/def2-TZVPD

The geometry in XYZ format:
```
42
C11H23ClCoI2NP2S ωB97M-V/def2-TZVPD
I -0.2685 -2.8641 -1.4795
I 1.6980 0.2689 1.6529
Co -2.1153 2.1512 -0.9796
P 0.1680 1.6209 -2.2328
C 1.4855 0.5595 -2.9372
C -0.8888 1.9128 -3.6855
H -0.3539 2.3439 -4.5369
H 1.5002 3.5987 -2.9439
H -1.7501 2.5547 -3.4358
H 0.3726 3.9701 -1.6035
H 1.0993 -0.4308 -3.1975
H -1.2706 0.9313 -3.9984
C 1.0472 3.2112 -2.0192
H 1.9486 0.9721 -3.8405
H 1.8504 3.0374 -1.2877
H 2.3041 0.3896 -2.2270
P -2.1319 0.3888 1.0695
C -1.8061 -1.2674 1.8936
C -2.0186 1.4732 2.5114
H -4.2336 1.2176 0.2496
H -4.5042 0.0778 1.5829
H -4.0491 -0.5230 -0.0070
C -3.8889 0.2865 0.7126
H -2.1866 2.5035 2.2000
H -2.7261 1.2227 3.3030
H -2.6012 -1.5207 2.6275
H -0.8435 -1.2793 2.4303
H -1.0023 1.4034 2.9127
H -1.7818 -2.0831 1.1525
Cl -2.9736 4.1927 -0.7288
S 0.5008 -1.1263 -0.1183
C 1.6434 -2.3427 0.4074
N 2.9481 -1.9088 0.2920
C 3.7218 -1.8781 1.4134
C 3.4050 -2.7863 2.4389
C 2.2757 -3.5937 2.3410
C 1.3423 -3.3499 1.2984
H 3.1308 -1.1574 -0.4095
H 4.4727 -1.1321 1.5494
H 4.0009 -2.7835 3.3273
H 2.0711 -4.3399 3.0882
H 0.4084 -3.9210 1.2141
```

Output
- HOMO-LUMO gap (spin up / spin down) (eV) = 7.3 / 4.8
- multiplicity = 5
- LUMO energy (spin up / spin down) (eV) = -7.70 / -10.36
- total charge = +2
- energy relative to the best compared isomer or geometry (same formula, charge and spin) (kcal/mol) = 0.0

Atom charges from the Mulliken analysis, given in e for atoms 1 to 5: 0.0341 -0.1004 0.1887 0.9440 -1.0606


# 4
C11H23ClI2NP2SSc | ωB97M-V/def2-TZVPD

The geometry in XYZ format:
```
42
C11H23ClI2NP2SSc ωB97M-V/def2-TZVPD
I -0.1569 -3.2638 -0.7333
I 0.2123 2.1824 -0.9071
Sc -0.0049 -0.5426 -0.9729
P 2.2621 -0.7205 -1.6849
C 3.4727 -0.7724 -0.3189
C 2.6229 -2.2006 -2.6870
H 3.6109 -2.0954 -3.1469
H 3.7924 0.3689 -3.2076
H 1.8546 -2.2845 -3.4598
H 2.0803 0.7842 -3.5465
H 3.2532 -1.6331 0.3194
H 2.5891 -3.0935 -2.0612
C 2.8281 0.6368 -2.7632
H 4.4936 -0.8558 -0.7046
H 2.9189 1.5593 -2.1880
H 3.3815 0.1416 0.2745
P -2.3675 -0.3889 -0.7022
C -2.9166 -0.3193 1.0380
C -3.1312 1.0643 -1.4957
H -2.9238 -1.9465 -2.4424
H -4.3650 -1.5194 -1.4626
H -3.1462 -2.6805 -0.8416
C -3.3009 -1.7756 -1.4310
H -2.7589 1.1274 -2.5215
H -4.2199 0.9475 -1.4963
H -4.0072 -0.2524 1.1012
H -2.4700 0.5547 1.5202
H -2.8478 1.9741 -0.9646
H -2.5766 -1.2216 1.5540
Cl -0.5055 -0.5715 -3.3298
S 0.6029 -0.9240 1.4783
C 0.3413 0.3888 2.4015
N 1.1413 1.4883 2.3061
C 0.9944 2.5451 3.1532
C 0.0211 2.5161 4.1558
C -0.7968 1.3946 4.2806
C -0.6354 0.3221 3.4066
H 1.8970 1.5258 1.5878
H 1.6447 3.4050 3.0625
H -0.0886 3.3481 4.8386
H -1.5435 1.3474 5.0627
H -1.2522 -0.5605 3.5286
```

Output
- HOMO-LUMO gap (spin up / spin down) (eV) = 5.0 / 4.6
- LUMO energy (spin up / spin down) (eV) = -10.23 / -10.66
- total charge = +2
- energy relative to the best compared isomer or geometry (same formula, charge and spin) (kcal/mol) = 0.0

Atom charges from the Mulliken analysis, given in e for atoms 1 to 5: 0.2838 0.0288 -1.0068 1.4589 -1.1523


# 5
C11H23INO2P2Zr | ωB97M-V/def2-TZVPD

The geometry in XYZ format:
```
41
C11H23INO2P2Zr ωB97M-V/def2-TZVPD
Zr 0.3469 0.4322 -0.2849
P 2.3866 -1.1938 0.3189
C 2.3449 -1.7520 -1.4156
C 1.1189 -1.8292 -2.1246
N -0.0555 -1.1925 -1.7149
C -1.2684 -1.5168 -2.2643
C -1.3712 -2.3885 -3.3302
C -0.1793 -2.8639 -3.8781
C 1.0337 -2.5317 -3.3089
C -2.5479 -0.8053 -1.7822
P -2.4005 0.9362 -1.2131
H 1.9837 -2.8522 -3.6982
H -2.3690 -2.6002 -3.7286
H -0.2325 -3.5743 -4.6773
H -3.2594 -0.7017 -2.6278
H -3.0130 -1.3348 -0.9261
H 2.6168 1.8790 -1.9873
H 3.3149 -1.6381 -1.9453
H -0.2583 6.5473 -0.5384
O 1.7530 2.0840 -1.7019
H 1.4288 2.5949 -2.4561
H -0.7514 1.1212 -1.5628
O -0.7472 5.7275 -0.6371
H -0.0359 5.1722 -0.9452
C -2.8436 2.0786 -2.5178
H -3.7450 1.8307 -3.0710
H -2.9286 3.1125 -2.1647
H -2.0226 2.1450 -3.2303
C -3.5817 1.3885 0.1233
H -3.2770 2.3497 0.5839
H -4.6061 1.5055 -0.2966
H -3.5730 0.6063 0.9073
C 2.3959 -2.8858 0.9857
H 3.3455 -3.3297 0.6803
H 2.2088 -2.9625 2.0508
H 1.6157 -3.4353 0.4645
C 3.9891 -0.4211 0.7687
H 3.9889 -0.1666 1.8365
H 4.8119 -1.0933 0.5227
H 4.1248 0.5190 0.2316
I -0.8501 -0.1825 2.0479
```

Output
- HOMO-LUMO gap (spin up / spin down) (eV) = 4.1 / 4.1
- LUMO energy (spin up / spin down) (eV) = -13.05 / -13.05
- total charge = +3
- energy relative to the best compared isomer or geometry (same formula, charge and spin) (kcal/mol) = 91.1

Atom charges from the Mulliken analysis, given in e for atoms 1 to 5: 0.2968 0.6534 -0.8300 1.1331 0.0490


# 6
C11H23InNO3 | ωB97M-V/def2-TZVPD

The geometry in XYZ format:
```
39
C11H23InNO3 ωB97M-V/def2-TZVPD
In -20.6080 7.9693 14.6917
O -19.5579 9.0080 17.2960
C -20.4386 8.9969 18.4335
C -21.7112 8.0754 18.3958
O -22.4515 7.9220 17.2314
H -20.7168 9.9721 18.8331
H -19.8256 8.6563 19.2679
H -22.4107 8.4701 19.1327
H -21.5677 7.0351 18.6879
C -18.4434 7.1881 11.1650
C -17.3939 6.4137 11.9122
C -16.1737 7.3650 11.9011
C -15.2390 7.2389 13.0411
C -15.9492 7.1170 14.4098
C -16.9901 6.0053 14.4980
N -17.8614 6.2118 13.2987
O -19.1067 5.5246 13.2181
C -16.2211 4.7697 14.5294
C -17.8138 6.2198 15.8031
C -17.1349 5.1049 11.1805
H -18.0747 7.5173 10.1935
H -18.7489 8.0568 11.7482
H -19.2373 6.5218 10.8277
H -15.6009 7.1886 10.9907
H -16.5276 8.3918 11.8081
H -14.6145 8.1318 13.0684
H -14.6772 6.3407 12.7845
H -16.4601 8.0720 14.5325
H -15.1492 7.0846 15.1494
H -16.8329 3.8730 14.4305
H -15.4289 4.6233 13.7952
H -15.5996 4.6302 15.4139
H -17.2967 5.9135 16.7125
H -18.0756 7.2773 15.7668
H -18.7132 5.6226 15.9534
H -18.0488 4.5541 10.9577
H -16.5018 4.4588 11.7886
H -16.7160 5.2246 10.1814
H -18.9426 4.5865 13.0966
```

Output
- HOMO-LUMO gap (spin up / spin down) (eV) = 6.9 / 5.9
- multiplicity = 2
- LUMO energy (spin up / spin down) (eV) = -0.20 / -1.08
- total charge = 0
- energy relative to the best compared isomer or geometry (same formula, charge and spin) (kcal/mol) = 6.8

Atom charges from the Mulliken analysis, given in e for atoms 1 to 5: 0.7984 -0.7401 -0.4673 -0.3487 -0.3716


no.,E (eV),strongest force on any atom (eV/Å)
1,-22001.18462,0.722
2,-130697.27682,8.925
3,-109015.73894,3.064
4,-92094.82954,4.203
5,-45294.21158,2.928
6,-24579.98697,3.470